Molecular formula: C14H46O9
Method: DFT, wB97M-V/def2-TZVPD

Summary:
HOMO energy in eV: -9.3
SMILES string: CCO.CCO.CCO.CCO.CCO.CO.CO.CO.CO
Kohn-Sham gap in eV: 9.499
Relative energy (zero: lowest compared OMol25 entry of this formula, charge and spin) in kJ/mol: 502.3

ORCA input file:
```
! RIJCOSX wB97M-V def2-TZVPD def2/J DEFGRID3
* xyz 0 1
C -10.085 -19.918 9.832
C -11.147 -20.993 9.800
O -12.159 -20.612 9.000
H -9.323 -20.364 10.437
H -10.421 -19.030 10.350
H -9.726 -19.667 8.870
H -11.536 -21.120 10.890
H -10.858 -21.987 9.517
H -12.079 -21.117 8.109
C -17.735 -13.527 12.055
C -16.695 -14.546 12.414
O -15.604 -14.230 11.610
H -18.508 -13.550 12.809
H -18.158 -13.699 11.051
H -17.394 -12.468 12.235
H -17.027 -15.515 12.235
H -16.320 -14.346 13.441
H -14.857 -14.418 12.116
C -14.752 -17.600 11.018
C -13.853 -18.789 10.981
O -12.777 -18.378 10.139
H -15.644 -17.717 11.660
H -14.957 -17.280 10.017
H -14.228 -16.729 11.402
H -14.182 -19.721 10.482
H -13.292 -18.924 11.932
H -12.344 -19.113 9.756
C -16.035 -15.575 7.923
C -17.455 -15.658 8.476
O -18.372 -15.217 7.570
H -15.309 -15.686 8.765
H -15.718 -14.713 7.349
H -15.898 -16.443 7.280
H -17.572 -15.020 9.438
H -17.772 -16.569 8.853
H -18.155 -14.294 7.304
C -13.876 -13.709 14.810
C -13.911 -15.183 14.501
O -13.601 -15.268 13.175
H -13.103 -13.138 14.393
H -13.724 -13.530 15.861
H -14.800 -13.311 14.608
H -14.924 -15.515 14.664
H -13.202 -15.741 15.078
H -12.687 -15.381 13.088
C -11.658 -15.296 10.429
O -10.737 -14.243 10.159
H -11.980 -15.299 11.494
H -11.161 -16.281 10.218
H -12.616 -15.305 9.952
H -11.138 -13.462 10.585
C -10.469 -18.088 12.788
O -11.689 -17.436 12.738
H -10.533 -19.076 12.634
H -9.851 -17.856 13.638
H -9.821 -17.753 11.911
H -12.205 -17.907 12.076
C -11.496 -17.454 7.420
O -12.849 -17.105 7.802
H -11.134 -17.060 6.445
H -11.356 -18.559 7.357
H -10.844 -17.115 8.258
H -12.932 -17.544 8.653
C -15.255 -19.441 7.257
O -14.642 -18.437 6.372
H -15.291 -18.977 8.230
H -14.695 -20.332 7.295
H -16.132 -19.810 6.844
H -13.952 -17.957 6.796
*
```

Okay, here come the Mulliken numbers, in e, for every atom: C -0.892; C -0.442; O -0.460; H 0.405; H -0.050; H 0.292; H 0.136; H 0.527; H 0.350; C -1.350; C 0.174; O -0.418; H 0.394; H 0.244; H 0.266; H 0.099; H 0.256; H 0.405; C 0.714; C -1.249; O 0.308; H 0.554; H -0.783; H -0.447; H 0.322; H 0.850; H 0.046; C -0.314; C 0.200; O -0.585; H -0.254; H 0.537; H 0.193; H -0.389; H 0.346; H 0.362; C -1.111; C -0.641; O -0.495; H 0.345; H 0.413; H 0.342; H 0.400; H 0.423; H -0.175; C 1.611; O -0.598; H -0.575; H -0.535; H 0.066; H 0.343; C -0.917; O -0.348; H 0.380; H 0.352; H 0.284; H 0.125; C -0.507; O -0.554; H 0.356; H 0.092; H 0.170; H 0.418; C -0.406; O -0.661; H -0.060; H 0.211; H 0.428; H 0.477

***

Molecular formula: C14H46O9
Method: DFT, wB97M-V/def2-TZVPD

Summary:
HOMO energy in eV: -10.1
SMILES string: CC(C)O.CC(C)O.CC(C)O.CO.CO.CO.CO.CO.O
Kohn-Sham gap in eV: 10.178
Relative energy (zero: lowest compared OMol25 entry of this formula, charge and spin) in kJ/mol: 461.7

ORCA input file:
```
! RIJCOSX wB97M-V def2-TZVPD def2/J DEFGRID3
* xyz 0 1
C -4.228 -5.011 0.331
C -3.135 -6.166 0.517
C -3.113 -6.725 1.959
O -3.591 -7.257 -0.272
H -5.261 -5.343 0.232
H -3.996 -4.282 -0.445
H -4.349 -4.502 1.287
H -2.148 -5.843 0.188
H -4.121 -6.911 2.330
H -2.470 -6.127 2.605
H -2.569 -7.664 2.055
H -4.524 -7.406 -0.105
C -4.679 4.704 0.704
C -4.464 5.326 -0.758
C -3.903 6.777 -0.821
O -3.814 4.532 -1.724
H -5.098 5.504 1.315
H -3.757 4.286 1.109
H -5.336 3.835 0.671
H -5.498 5.418 -1.093
H -4.472 7.429 -0.157
H -3.965 7.331 -1.758
H -2.961 6.836 -0.277
H -2.880 4.722 -1.603
C 4.516 -3.522 -2.520
C 5.470 -4.029 -1.414
C 6.220 -5.233 -1.918
O 6.395 -2.923 -1.202
H 4.142 -2.502 -2.434
H 3.656 -4.182 -2.635
H 4.953 -3.471 -3.518
H 4.846 -4.499 -0.653
H 6.695 -5.091 -2.889
H 5.582 -6.116 -1.969
H 7.020 -5.394 -1.196
H 6.585 -2.440 -2.010
C 4.371 6.000 3.722
O 5.273 5.637 4.760
H 3.461 5.403 3.781
H 4.140 7.034 3.977
H 4.828 5.987 2.733
H 4.652 5.442 5.466
C -4.640 -0.593 -5.308
O -5.447 -0.324 -4.192
H -5.102 -1.076 -6.168
H -4.067 0.257 -5.677
H -3.939 -1.395 -5.076
H -5.123 0.442 -3.713
C -0.610 -0.446 0.007
O 0.292 0.573 0.431
H -1.306 -0.622 0.827
H -1.161 0.006 -0.818
H -0.161 -1.392 -0.293
H 0.072 0.695 1.357
C 3.043 4.001 -3.781
O 1.873 3.797 -2.935
H 3.922 4.013 -3.137
H 3.258 3.221 -4.512
H 2.855 4.940 -4.302
H 1.799 2.963 -2.465
C 0.075 -0.239 6.161
O 0.385 1.116 5.712
H 0.280 -0.283 7.231
H -0.938 -0.565 5.922
H 0.814 -0.892 5.697
H 1.235 1.373 6.076
O 4.738 0.395 2.569
H 4.022 0.587 1.964
H 5.359 -0.117 2.051
*
```

Okay, here come the Mulliken numbers, in e, for every atom: C -1.137; C 0.307; C -1.215; O -0.555; H 0.343; H 0.272; H 0.331; H 0.311; H 0.295; H 0.354; H 0.359; H 0.334; C -1.150; C 0.424; C -1.314; O -0.509; H 0.322; H 0.294; H 0.307; H 0.191; H 0.376; H 0.329; H 0.381; H 0.351; C -1.359; C 0.410; C -1.133; O -0.569; H 0.369; H 0.370; H 0.367; H 0.271; H 0.277; H 0.365; H 0.309; H 0.322; C -0.482; O -0.488; H 0.209; H 0.245; H 0.212; H 0.305; C -0.543; O -0.498; H 0.247; H 0.241; H 0.242; H 0.311; C -0.508; O -0.490; H 0.260; H 0.208; H 0.211; H 0.317; C -0.456; O -0.495; H 0.230; H 0.241; H 0.196; H 0.283; C -0.488; O -0.505; H 0.243; H 0.219; H 0.236; H 0.294; O -0.638; H 0.316; H 0.323

***

Molecular formula: C14H48FN20O13P
Method: DFT, wB97M-V/def2-TZVPD

Summary:
HOMO energy in eV: -8.9
SMILES string: O=[PH2]COC(=O)CCF.NC(N)=O.NC(N)=O.NC(N)=O.NC(N)=O.NC(N)=O.NC(N)=O.NC(N)=O.NC(N)=O.NC(N)=O.NC(N)=O
Kohn-Sham gap in eV: 8.684

ORCA input file:
```
! RIJCOSX wB97M-V def2-TZVPD def2/J DEFGRID3
* xyz 0 1
O -0.939 5.565 -1.418
P 0.175 5.267 -0.479
C 1.274 6.718 -0.389
O 1.759 6.864 -1.708
C 1.827 8.170 -2.134
O 2.809 8.847 -1.942
C 0.616 8.661 -2.880
C 0.209 10.049 -2.394
F 0.801 11.025 -3.166
H -0.246 4.933 0.819
H 0.998 4.255 -0.996
H 0.702 7.563 -0.022
H 2.084 6.537 0.313
H 0.927 8.775 -3.911
H -0.203 7.962 -2.797
H -0.866 10.165 -2.447
H 0.522 10.194 -1.367
N 1.312 4.896 4.383
C 1.867 4.543 3.180
N 1.794 3.219 2.873
O 2.392 5.371 2.444
H 0.885 4.238 5.005
H 1.355 5.862 4.643
H 2.204 2.930 2.007
H 1.370 2.518 3.466
N -3.520 2.937 -5.251
C -2.831 3.929 -4.591
N -2.333 3.601 -3.371
O -2.628 5.021 -5.100
H -3.681 2.027 -4.868
H -3.876 3.154 -6.161
H -1.798 4.299 -2.870
H -2.445 2.700 -2.954
N 1.836 3.576 -4.755
C 1.390 3.954 -5.992
N 0.042 4.074 -6.101
O 2.157 4.166 -6.926
H 1.225 3.396 -3.974
H 2.826 3.485 -4.635
H -0.333 4.364 -6.982
H -0.585 3.940 -5.332
N 2.002 1.133 -1.502
C 0.777 1.328 -2.073
N -0.017 0.222 -2.089
O 0.423 2.419 -2.506
H 2.299 0.248 -1.133
H 2.627 1.916 -1.468
H -0.930 0.303 -2.489
H 0.283 -0.655 -1.702
N 4.075 3.183 -9.331
C 4.738 3.616 -10.441
N 4.331 4.838 -10.916
O 5.628 2.976 -10.978
H 3.347 3.701 -8.867
H 4.350 2.300 -8.950
H 4.796 5.191 -11.729
H 3.608 5.383 -10.488
N 1.492 -2.571 2.130
C 0.704 -2.343 1.037
N -0.639 -2.325 1.283
O 1.171 -2.170 -0.080
H 1.133 -2.705 3.057
H 2.483 -2.600 1.983
H -1.251 -2.168 0.506
H -1.036 -2.455 2.194
N -0.764 -5.378 2.295
C -1.184 -5.958 3.468
N -2.020 -7.021 3.345
O -0.816 -5.512 4.548
H -1.035 -5.687 1.382
H -0.137 -4.607 2.381
H -2.335 -7.491 4.181
H -2.311 -7.388 2.460
N -1.749 0.333 3.803
C -0.447 0.018 4.059
N -0.239 -1.155 4.729
O 0.479 0.738 3.711
H -2.523 -0.238 4.082
H -1.927 1.187 3.308
H 0.710 -1.399 4.941
H -0.978 -1.759 5.035
N -5.276 -9.452 5.249
C -3.974 -9.848 5.426
N -3.788 -10.913 6.251
O -3.046 -9.274 4.872
H -6.055 -9.902 5.690
H -5.442 -8.670 4.648
H -2.844 -11.239 6.408
H -4.545 -11.383 6.706
N 0.443 -13.491 7.818
C -0.816 -13.389 7.300
N -1.618 -14.484 7.476
O -1.194 -12.388 6.713
H 0.780 -14.301 8.300
H 1.051 -12.704 7.700
H -2.543 -14.442 7.094
H -1.324 -15.315 7.951
*
```

Okay, here come the Mulliken numbers, in e, for every atom: O -0.727; P 0.596; C -0.459; O -0.247; C 0.069; O -0.528; C -0.057; C -0.345; F -0.304; H 0.008; H -0.029; H 0.272; H 0.436; H 0.293; H 0.319; H 0.303; H 0.259; N -0.367; C 0.609; N -0.206; O -0.666; H 0.151; H 0.213; H 0.166; H 0.229; N -0.409; C 0.547; N -0.126; O -0.631; H 0.134; H 0.227; H 0.185; H 0.098; N -0.184; C 0.432; N -0.203; O -0.757; H 0.217; H 0.180; H 0.183; H 0.219; N -0.336; C 0.470; N -0.330; O -0.531; H 0.175; H 0.228; H 0.181; H 0.133; N -0.280; C 0.557; N -0.351; O -0.664; H 0.226; H 0.174; H 0.202; H 0.175; N -0.246; C 0.535; N -0.232; O -0.719; H 0.144; H 0.199; H 0.176; H 0.181; N -0.314; C 0.697; N -0.291; O -0.684; H 0.153; H 0.091; H 0.208; H 0.159; N -0.392; C 0.615; N -0.413; O -0.709; H 0.178; H 0.211; H 0.218; H 0.173; N -0.374; C 0.621; N -0.304; O -0.699; H 0.158; H 0.218; H 0.256; H 0.133; N -0.409; C 0.633; N -0.375; O -0.680; H 0.162; H 0.220; H 0.203; H 0.171

***

- Number 1 is which compound?
  C14H46O9

***

- Which value of HOMO energy does entry 3 give?
  -8.9 eV

***

- Which formula does entry 3 have?
  C14H48FN20O13P